[1]
16
Properties=species:S:1:pos:R:3:forces:R:3:nbo_charge:R:1 method="wB97M-V/def2-TZVPD" homo_lumo_gap_ev=8.55 total_energy_ev=-8865.1054 lumo_ev=0.28 e_homo_ev=-8.268
C 1.5773 -0.9746 -0.0078 -0.278 -0.062 -0.165 -0.64
C 0.5667 -0.4495 0.9885 -0.149 0.263 -0.206 -0.06
N 0.5306 0.9729 1.1582 -0.289 0.155 0.062 -0.65
C -0.6081 1.4225 0.5082 -0.425 0.450 -0.087 0.57
O -1.0446 2.5572 0.3930 0.585 -0.312 0.075 -0.61
C -1.2997 0.2445 0.0068 0.960 -1.175 1.044 -0.13
C -1.4457 -0.0433 -1.4255 -0.046 0.023 -0.493 -0.70
H 1.5076 -0.4349 -0.9566 -0.006 -0.042 0.117 0.22
H 1.4345 -2.0429 -0.2016 -0.009 0.135 0.060 0.22
H 2.5966 -0.8367 0.3757 -0.203 0.012 0.016 0.23
H 0.5949 -0.9961 1.9429 -0.127 0.064 -0.227 0.21
H 0.9590 1.4745 1.9282 -0.196 -0.156 -0.126 0.40
H -0.7773 -0.7041 0.7508 0.134 0.522 -0.295 0.25
H -0.5399 0.0708 -2.0359 0.004 0.013 0.066 0.20
H -2.1338 0.7408 -1.7675 0.020 -0.008 -0.021 0.28
H -1.9180 -1.0012 -1.6573 0.026 0.118 0.179 0.22

***

[2]
86
Properties=species:S:1:pos:R:3:forces:R:3:mulliken_charge:R:1 method="wB97M-V/def2-TZVPD" homo_lumo_gap_ev=7.95 total_energy_ev=-68300.0364 lumo_ev=-0.35 e_homo_ev=-8.294
C 0.0924 5.8058 1.6034 0.001 -1.040 0.656 -1.02
C -1.3359 5.0267 1.2811 0.905 0.641 -0.107 -0.06
C -1.2442 4.3175 -0.2210 0.088 0.426 0.181 -0.66
C -1.4498 2.6751 -0.1687 -1.141 1.329 1.276 -0.02
N -0.1743 2.0923 0.3731 -0.055 -1.630 0.218 0.45
C 0.9071 1.8978 -0.6482 1.034 0.299 -0.769 -1.04
C 0.5426 0.9476 -1.9262 1.420 -1.054 -0.465 -0.17
C 1.1646 1.5085 -3.3741 -0.549 -1.752 -0.250 -0.61
C 2.6307 0.7801 -3.7158 -0.729 1.227 1.743 -0.37
O 2.6139 0.4941 -5.1631 4.722 -0.510 -1.574 -0.22
C 3.9687 0.2793 -5.6957 4.699 0.172 1.625 0.57
O 5.1175 0.3856 -5.0229 -7.338 -0.500 -3.661 -0.56
O 4.0766 -0.1158 -7.1380 -0.440 1.532 3.786 -0.41
C -0.3735 0.9264 1.3016 0.124 -0.123 -0.045 -0.16
S -0.7268 -0.6823 0.8914 0.525 2.951 0.588 -0.13
S -0.2609 1.3044 3.1678 0.554 -0.116 -1.700 -0.08
C 1.0115 2.6369 3.5049 0.532 2.652 0.151 -0.11
C 1.5564 2.6165 5.0786 0.080 -0.534 0.008 -0.50
C 2.1761 1.1724 5.5446 -0.084 -0.268 1.139 -0.63
H 0.0782 6.2148 2.7204 -0.007 -0.623 -2.476 0.29
H 0.3263 6.6668 0.8353 -0.500 -1.769 1.586 0.33
H 0.9475 4.9732 1.5836 -1.704 1.957 -0.179 0.18
H -1.5073 4.2313 2.1408 0.167 1.613 -1.885 0.00
H -2.1676 5.8657 1.3059 1.469 -2.038 -0.021 0.35
H -2.0271 4.8465 -0.9113 1.364 -1.241 1.183 0.37
H -0.1729 4.5917 -0.6564 -2.261 -0.766 0.817 0.18
H -1.8458 2.2094 -1.1647 1.007 0.828 1.660 0.38
H -2.2910 2.4776 0.6530 1.770 0.400 -1.785 -0.24
H 1.8894 1.5051 -0.0964 -2.264 0.717 -1.168 0.29
H 1.2170 2.9622 -1.0892 -0.861 -2.128 1.100 0.26
H -0.5865 0.6701 -2.0505 2.180 0.842 0.417 0.31
H 1.1117 -0.0866 -1.7484 -1.496 2.106 -0.323 0.27
H 1.2301 2.6762 -3.4212 -0.062 -2.293 0.036 0.35
H 0.4205 1.0888 -4.2051 1.616 1.201 1.660 0.25
H 2.7766 -0.2360 -3.1469 -0.356 2.072 -1.081 0.26
H 3.4471 1.5622 -3.3895 -1.255 -1.885 -1.041 0.26
H 5.0467 -0.0647 -7.3886 -1.417 0.086 1.112 0.34
H 0.4603 3.6871 3.3818 1.270 -2.281 0.157 -0.13
H 1.9027 2.6423 2.7403 -1.779 -0.349 1.484 0.28
H 0.6605 2.9017 5.7849 1.688 -0.626 -1.487 0.23
H 2.3995 3.4366 5.2627 -1.959 -1.607 -0.787 0.33
H 1.7365 0.2405 4.9726 0.834 2.029 1.042 0.09
H 1.8789 1.0356 6.6919 0.706 0.171 -2.467 0.24
H 3.3595 1.1364 5.5184 -2.506 0.182 -0.194 0.26
C -1.2153 -5.5836 2.8180 -0.314 -0.065 0.059 -0.95
C 0.1458 -4.9253 2.7441 -0.164 -0.108 0.137 -0.40
O 0.0769 -3.5538 3.1731 0.324 0.423 -0.122 -0.34
C 0.1432 -3.1476 4.4573 -0.033 1.793 0.499 0.74
C 0.0101 -4.1651 5.5522 0.492 -0.360 0.369 -1.04
O 0.2411 -1.9526 4.7304 -0.130 -2.161 -0.887 -0.52
H -1.5999 -5.6094 3.8411 0.116 -0.073 -0.065 0.27
H -1.1697 -6.6121 2.4415 0.011 0.189 0.044 0.37
H -1.9457 -5.0233 2.2221 0.224 -0.112 0.021 0.27
H 0.9097 -5.4727 3.3040 -0.113 0.086 0.060 0.33
H 0.4799 -4.9084 1.7031 0.000 0.302 0.180 0.33
H -1.0339 -4.2085 5.8752 0.146 -0.001 -0.043 0.25
H 0.6364 -3.8553 6.3953 -0.313 0.131 -0.153 0.31
H 0.3481 -5.1609 5.2723 -0.211 -0.043 -0.070 0.36
C 2.7641 -2.5607 -7.9892 -0.188 -0.013 -0.391 -0.80
C 3.3128 -3.3867 -6.8454 -0.069 0.076 -0.314 -0.33
O 2.2709 -4.1607 -6.2248 -0.070 -0.213 0.565 -0.35
C 1.8464 -5.3642 -6.6605 -1.313 -1.024 0.839 0.70
C 2.2684 -5.8384 -8.0202 0.549 -0.422 -0.201 -0.86
O 1.0679 -6.0344 -5.9845 1.484 1.554 -0.956 -0.59
H 2.3463 -3.1885 -8.7807 0.114 -0.053 0.073 0.34
H 3.5496 -1.9333 -8.4262 -0.294 -0.235 0.129 0.23
H 1.9509 -1.9134 -7.6397 0.286 -0.052 0.006 0.27
H 4.1471 -4.0257 -7.1494 -0.146 -0.037 -0.020 0.32
H 3.7031 -2.7169 -6.0743 -0.219 -0.241 0.090 0.21
H 1.4948 -5.5749 -8.7470 0.116 -0.033 0.102 0.23
H 2.3809 -6.9272 -7.9913 -0.293 0.232 0.023 0.30
H 3.2277 -5.4423 -8.3473 -0.118 0.176 -0.090 0.32
C -6.1415 0.5679 2.2340 -0.319 -0.054 0.046 -1.23
C -4.7804 1.2262 2.1601 -0.130 -0.180 0.174 -0.14
O -4.8493 2.5977 2.5891 0.306 0.480 -0.211 -0.37
C -4.7830 3.0039 3.8733 0.012 1.776 0.626 0.83
C -4.9161 1.9864 4.9683 0.495 -0.367 0.349 -0.96
O -4.6852 4.1989 4.1464 -0.156 -2.143 -0.959 -0.60
H -6.5262 0.5421 3.2571 0.119 -0.071 -0.067 0.29
H -6.0959 -0.4606 1.8576 0.021 0.188 0.046 0.37
H -6.8720 1.1282 1.6381 0.211 -0.114 0.023 0.33
H -4.0166 0.6788 2.7200 -0.080 0.094 0.042 0.29
H -4.4463 1.2431 1.1192 0.011 0.279 0.164 0.30
H -5.9601 1.9430 5.2913 0.140 0.008 -0.045 0.25
H -4.2898 2.2962 5.8113 -0.306 0.126 -0.163 0.30
H -4.5781 0.9906 4.6884 -0.189 -0.036 -0.070 0.34

***

[3]
23
Properties=species:S:1:pos:R:3:forces:R:3:nbo_charge:R:1 method="wB97M-V/def2-TZVPD" homo_lumo_gap_ev=8.92 total_energy_ev=-9897.3850 lumo_ev=1.01 e_homo_ev=-7.905
N 0.3971 -1.1593 2.2881 0.029 0.226 -0.033 -0.83
C 0.8273 -2.0135 1.2616 -0.011 0.226 -0.226 -0.02
C 0.0598 -2.3985 0.2514 0.054 -0.478 0.084 -0.13
N 0.6073 -3.1943 -0.8112 -0.229 0.222 -0.130 -0.84
H 0.0102 -0.2932 1.9218 0.044 -0.139 0.097 0.39
H 1.1405 -0.9377 2.9307 -0.017 0.040 0.041 0.37
H 1.8620 -2.3344 1.2585 0.078 -0.101 0.143 0.19
H -1.0035 -2.1781 0.2534 -0.053 0.126 -0.047 0.17
H 0.8619 -2.6095 -1.6020 0.073 -0.068 0.049 0.35
H -0.0983 -3.8315 -1.1590 0.068 -0.096 0.002 0.36
C 0.0956 2.8556 -0.1159 0.111 -0.107 0.059 -0.41
N -0.1376 1.4232 -0.0901 -0.020 0.003 0.065 -0.44
C -1.5572 1.1337 -0.0332 -0.004 -0.004 -0.120 -0.42
C 0.4476 0.7944 -1.2586 0.066 0.086 -0.075 -0.42
H -0.4482 3.3282 0.6975 -0.017 0.074 0.096 0.20
H -0.2324 3.3091 -1.0612 -0.063 0.082 -0.089 0.16
H 1.1594 3.0591 0.0153 -0.017 0.019 -0.042 0.20
H -1.7084 0.0584 0.0445 -0.037 -0.053 -0.007 0.20
H -1.9994 1.6104 0.8370 -0.064 0.036 0.115 0.20
H -2.0896 1.4901 -0.9313 -0.024 0.010 0.001 0.16
H 0.3619 -0.2845 -1.1704 0.032 -0.081 -0.015 0.21
H 1.5029 1.0617 -1.3397 -0.030 -0.058 0.037 0.20
H -0.0589 1.1106 -2.1870 0.032 0.039 -0.007 0.16